C36H28BrF4N8PPd | wB97M-V/def2-TZVPD

```
79
Properties=species:S:1:pos:R:3:lowdin_charge:R:1
Pd -0.53937 -0.21101 -0.87514 0.95
C 0.03696 -3.63754 -0.51843 -0.03
C -0.91449 -2.99822 0.43282 -0.27
C -1.57442 -3.84186 1.33383 0.04
C -2.46563 -3.34851 2.25367 0.04
C -2.70319 -1.97856 2.28329 0.04
C -2.04943 -1.16842 1.39041 -0.21
N -1.16582 -1.67090 0.46735 0.02
C -2.26305 0.27881 1.32241 -0.18
C -2.94332 1.05162 2.24290 0.06
C -3.05810 2.41790 2.01505 0.06
C -2.51850 2.97664 0.86649 0.06
C -1.85461 2.16562 -0.03772 -0.19
N -1.74043 0.85123 0.22367 0.01
C -1.30193 2.57552 -1.32899 -0.22
C -1.39042 3.85423 -1.81327 0.04
C -0.94688 4.11914 -3.10846 0.05
C -0.53383 3.06309 -3.88132 0.04
C -0.49558 1.75818 -3.37367 -0.27
C -0.25885 0.66878 -4.37711 -0.07
N -0.79072 1.53775 -2.07353 0.04
H 0.86229 -4.08191 0.04098 0.11
H 0.42725 -2.96060 -1.25834 -0.03
H -0.46920 -4.44913 -1.04139 0.11
H -1.37444 -4.90415 1.27318 0.15
H -2.98217 -4.01023 2.93764 0.15
H -3.41131 -1.55973 2.98490 0.14
H -3.37688 0.60294 3.12561 0.14
H -3.57803 3.04409 2.72924 0.15
H -2.62370 4.03485 0.67439 0.14
H -1.81253 4.64575 -1.21016 0.14
H -0.98663 5.12308 -3.51144 0.15
H -0.26976 3.21095 -4.92094 0.15
H -0.94925 0.84023 -5.20594 0.12
H -0.45638 -0.32812 -4.00201 0.00
H 0.74733 0.72570 -4.79341 0.10
F 6.46851 -0.00433 -1.98290 0.24
C 5.32540 0.01219 -1.36513 -0.10
C 5.24538 0.43894 -0.04451 -0.10
F 6.32080 0.82164 0.58886 0.22
C 4.01480 0.45394 0.60338 -0.18
F 3.97477 0.83391 1.86897 0.16
C 2.84816 0.05758 -0.04969 -0.31
P 1.30613 0.10893 0.86161 1.16
C 1.14682 1.73504 1.53957 -0.35
C 1.26011 1.98423 2.91783 -0.04
C 1.28630 3.29431 3.36699 -0.01
C 1.22183 4.35004 2.46660 0.01
C 1.12982 4.10695 1.09705 -0.03
C 1.08838 2.80740 0.63517 -0.10
C 1.35488 -1.17103 2.05395 -0.34
C 0.53439 -1.13235 3.20169 -0.09
C 0.69457 -2.08481 4.18478 -0.01
C 1.63264 -3.10595 4.02148 0.02
C 2.42199 -3.17530 2.87617 -0.01
C 2.27733 -2.22491 1.88507 -0.05
C 2.96713 -0.37110 -1.36298 -0.49
Br 1.44644 -0.93989 -2.33705 1.11
C 4.16904 -0.40101 -2.03166 -0.23
F 4.23885 -0.80652 -3.28307 0.15
H 1.40520 1.18100 3.62353 0.11
H 1.39612 3.49170 4.42530 0.14
H 1.28206 5.36845 2.82927 0.14
H 1.11418 4.93537 0.40063 0.13
H 1.07217 2.62097 -0.43289 0.10
H -0.19987 -0.34774 3.32937 0.11
H 0.10307 -2.03730 5.08984 0.14
H 1.74814 -3.85550 4.79457 0.14
H 3.16285 -3.95741 2.77482 0.14
H 2.90363 -2.27586 1.00324 0.12
N -3.03559 -3.62913 -4.21432 0.20
N -2.86861 -2.48856 -3.53335 -0.25
N -3.76430 -1.52870 -3.58751 0.19
C -3.25582 -0.63811 -2.74655 -0.16
N -2.10962 -1.06523 -2.22177 -0.09
N -1.86145 -2.27898 -2.74428 0.09
H -3.80267 -3.60818 -4.87004 0.15
H -2.20436 -4.17430 -4.37139 0.13
H -3.73458 0.30242 -2.52719 0.13
```

Results
Charge ... +4
Multiplicity ... 1
E_tot ... -5267.8916 hartree
Largest force on an atom ... 0.67 eV Å⁻¹
Kohn-Sham gap (alpha / beta) ... 5.99 / 5.99 eV
M ... 865.97 g/mol
LUMO energy (alpha / beta) ... -13.884 / -13.885 eV



C6H16O | wB97M-V/def2-TZVPD

```
23
Properties=species:S:1:pos:R:3:lowdin_charge:R:1
C -0.89324 -0.09220 1.39262 -0.09
C 0.43052 0.65453 1.37255 -0.49
C 0.17522 2.01165 0.71334 -0.09
C 1.00425 0.82317 2.76826 -0.10
H -1.32938 -0.39975 0.45312 0.04
H -1.70640 0.42576 1.91165 0.09
H -0.71133 -1.01948 1.95629 0.08
H 1.17419 0.11299 0.79373 0.11
H -0.46411 2.63064 1.33430 0.07
H 1.10985 2.48383 0.40722 0.08
H -0.41455 1.86864 -0.19104 0.07
H 0.95205 -0.12301 3.32263 0.07
H 2.08250 0.99958 2.77227 0.08
H 0.48900 1.56183 3.38259 0.08
C -0.82728 -1.48894 -3.27888 -0.07
C -0.20915 -1.28633 -1.90596 -0.29
O 0.97394 -0.45018 -1.91230 -0.10
H -1.85492 -1.17783 -3.30614 0.06
H -0.66652 -2.51343 -3.58902 0.07
H -0.37004 -0.79326 -3.98429 0.08
H -0.82147 -0.95285 -1.07592 0.06
H 0.13725 -2.23585 -1.49139 0.11
H 1.73963 -1.03948 -1.84563 0.08
```

Results
Multiplicity ... 1
E_tot ... -313.4060 hartree
Largest force on an atom ... 1.80 eV Å⁻¹
Kohn-Sham gap ... 11.24 eV
Energy relative to the best compared isomer or geometry (same formula, charge and spin) ... 23.6 kcal per mole
M ... 104.19 g/mol
SMILES ... CC(C)C.CCO
LUMO energy ... 0.878 eV



C25H49N3O20PS | wB97M-V/def2-TZVPD

```
99
Properties=species:S:1:pos:R:3:lowdin_charge:R:1
C -6.68832 -4.47480 -2.32146 -0.14
N -6.47737 -3.04387 -2.12458 -0.10
C -6.58402 -2.27891 -3.38965 -0.27
N -5.64388 -1.21995 -3.54777 -0.02
C -4.24558 -1.61861 -3.49030 -0.49
N -3.51174 -0.54280 -4.32427 0.09
C -2.33131 -0.69971 -4.47920 -0.83
S -0.79630 -0.93849 -4.68854 0.71
C -3.97182 -2.97539 -4.21244 -0.76
O -4.48884 -3.08453 -5.33805 -0.04
O -3.24975 -3.81199 -3.67007 -0.04
P -3.47274 -1.50061 -1.77931 0.96
C -4.23214 -0.13430 -0.80520 -0.30
C -3.43219 -3.05863 -0.83166 -0.31
H -7.43772 -4.69910 -3.09223 0.07
H -5.76219 -4.95886 -2.61840 0.07
H -7.07497 -4.91201 -1.40344 0.07
H -7.17355 -2.71990 -1.47090 0.08
H -6.57855 -2.98251 -4.21326 0.10
H -7.57802 -1.81311 -3.39977 0.11
H -5.84396 -0.41959 -2.96993 0.09
H -4.30931 0.72602 -1.46776 0.03
H -5.24162 -0.38866 -0.47147 0.02
H -3.58702 0.12421 0.02480 0.02
H -2.74622 -3.77091 -1.26619 0.02
H -4.39057 -3.54720 -0.65343 0.01
H -3.02214 -2.80742 0.15343 0.02
C 0.56102 -1.58728 -1.41254 -0.04
O 1.58834 -2.20872 -0.61130 0.00
C 1.62613 -1.83466 0.65506 -0.63
O 0.90978 -1.03387 1.19666 0.12
O 2.62853 -2.50590 1.24253 -0.02
C 2.81091 -2.20223 2.62173 -0.05
H 0.66047 -1.98316 -2.41655 0.05
H -0.42700 -1.83331 -1.03725 0.07
H 0.69862 -0.50858 -1.44546 0.10
H 1.92179 -2.46105 3.19479 0.10
H 3.05513 -1.14890 2.75640 0.09
H 3.64555 -2.80520 2.97034 0.09
C -5.47968 -0.28374 3.59570 -0.03
O -5.97642 0.53567 2.53341 0.00
C -6.76998 1.52483 2.92286 -0.63
O -7.08935 1.77562 4.05665 0.12
O -7.15267 2.19919 1.83904 0.01
C -8.01598 3.30202 2.10910 -0.05
H -4.85224 -1.04321 3.13846 0.09
H -4.87760 0.30318 4.28762 0.10
H -6.29986 -0.76935 4.12146 0.10
H -7.51831 4.03548 2.74165 0.10
H -8.93907 2.96320 2.57631 0.10
H -8.25058 3.76052 1.15269 0.09
C 5.60795 -1.70476 -0.57554 -0.01
O 7.01190 -1.40589 -0.54031 0.01
C 7.59140 -1.59890 0.63692 -0.65
O 7.05048 -1.98719 1.63965 0.12
O 8.88488 -1.28700 0.51794 0.00
C 9.63665 -1.45011 1.71917 -0.05
H 5.26415 -1.50716 -1.58647 0.09
H 5.43128 -2.75245 -0.34386 0.10
H 5.05771 -1.06553 0.11190 0.09
H 9.61953 -2.48817 2.04643 0.10
H 9.25493 -0.79944 2.50450 0.09
H 10.66073 -1.16708 1.49202 0.09
C 6.11344 1.45522 2.34815 -0.03
O 5.35769 2.23316 1.42108 0.01
C 4.57253 3.14497 1.99189 -0.63
O 4.47317 3.34655 3.17391 0.12
O 3.92646 3.79755 1.03227 0.01
C 3.03945 4.81433 1.50752 -0.03
H 6.71409 0.75386 1.77718 0.08
H 6.77972 2.09037 2.93024 0.10
H 5.45394 0.89133 3.00518 0.10
H 3.58906 5.57857 2.05427 0.10
H 2.26073 4.38505 2.13514 0.09
H 2.57981 5.26507 0.63300 0.09
C 2.06760 -0.23595 -7.25496 -0.04
O 3.45738 0.09205 -7.12396 0.00
C 3.94644 -0.08165 -5.89949 -0.63
O 3.34026 -0.47528 -4.94182 0.13
O 5.23972 0.25950 -5.91723 0.00
C 5.89227 0.11921 -4.65651 -0.05
H 1.79227 -0.05437 -8.28990 0.09
H 1.89565 -1.28520 -7.02483 0.10
H 1.45850 0.39670 -6.61290 0.08
H 5.87055 -0.91777 -4.32499 0.09
H 5.43228 0.76505 -3.91028 0.10
H 6.92563 0.42344 -4.79923 0.09
C 1.97518 3.65113 6.18973 -0.03
O 0.61747 3.21386 6.12511 0.01
C -0.15379 3.97124 5.34975 -0.63
O 0.20122 4.94211 4.73533 0.12
O -1.38782 3.47458 5.37767 0.01
C -2.32638 4.20131 4.58306 -0.04
H 2.50380 2.96379 6.84403 0.09
H 2.43788 3.62400 5.20438 0.09
H 2.03360 4.65388 6.61006 0.10
H -2.03543 4.18693 3.53403 0.10
H -2.41784 5.22625 4.93862 0.10
H -3.28385 3.70389 4.69384 0.09
```

Results
Charge ... -1
Multiplicity ... 1
E_tot ... -3390.6637 hartree
Largest force on an atom ... 3.06 eV Å⁻¹
Kohn-Sham gap ... 5.93 eV
M ... 774.71 g/mol
LUMO energy ... 1.867 eV